(1)
9
Properties=species:S:1:pos:R:3:mulliken_charge:R:1 method="wB97M-V/def2-TZVPD" orbital_gap_ev=8.34 e_tot_ha=-644.19865 fmax_ev_per_a=6.92 e_homo_ev=-9.2668 de_lowest_kj_mol=231.8 charge=0
N -2.67 -1.13 -0.26 -0.3247
C -1.87 -0.28 -0.18 0.1761
C -0.86 0.64 -0.29 0.6318
O -0.56 1.69 -0.70 -0.3859
C 0.57 -0.23 0.51 -0.8654
S 2.09 0.64 0.14 -0.1169
H 0.40 -0.07 1.48 0.3689
H 0.71 -1.25 0.24 0.4208
H 2.17 0.00 -0.93 0.0955


(2)
20
Properties=species:S:1:pos:R:3:mulliken_charge:R:1 method="wB97M-V/def2-TZVPD" orbital_gap_ev=8.75 e_tot_ha=-947.94283 fmax_ev_per_a=3.70 e_homo_ev=-8.2139 de_lowest_kj_mol=320.9 charge=0
C 1.37 -1.92 0.89 -1.3107
C 1.27 1.78 0.57 -1.3453
C -2.49 0.13 -1.15 -1.1062
C 0.32 -0.79 0.77 -0.3078
C 0.85 0.44 -0.03 -0.2227
Si -0.93 1.07 -1.84 0.6466
Cl -1.51 2.94 -2.36 -0.2672
H 1.64 -2.27 -0.12 0.3179
H 0.75 -2.70 1.34 0.3721
H 2.24 -1.61 1.40 0.3605
H 1.69 2.36 -0.25 0.3566
H 0.48 2.35 1.00 0.3204
H 2.02 1.75 1.24 0.4660
H -3.47 0.59 -1.32 0.3736
H -2.64 -0.76 -1.77 0.3157
H -2.29 -0.14 -0.14 0.2846
H -0.48 -1.19 0.28 0.2421
H -0.09 -0.48 1.77 0.3241
H 1.54 0.06 -0.82 0.3359
H -0.62 0.50 -3.12 -0.1561


(3)
60
Properties=species:S:1:pos:R:3:mulliken_charge:R:1 method="wB97M-V/def2-TZVPD" orbital_gap_ev="5.95 / 6.49" e_tot_ha=-3498.93588 fmax_ev_per_a=0.49 multiplicity=2 e_homo_ev="-10.2412 / -10.6535" de_lowest_kj_mol=0.0 charge=+1
Tc 0.20 0.68 -1.13 -0.3972
C 1.99 -1.73 2.09 -2.0956
C 1.18 -0.79 1.25 0.5521
N 1.37 -0.67 -0.01 1.2906
N 2.34 -1.38 -0.66 -1.1434
C 2.31 -1.40 -2.02 0.7776
N 3.12 -2.28 -2.61 -0.4300
S 1.37 -0.35 -2.96 -0.3295
C 0.07 0.03 1.78 0.9504
C -0.33 -0.01 3.10 -0.9034
C -1.42 0.76 3.50 -0.6257
C -2.07 1.54 2.57 -1.1571
C -1.61 1.54 1.26 -0.3977
N -0.56 0.83 0.88 0.9037
H 3.05 -1.61 1.87 0.4141
H 1.70 -2.76 1.88 0.4197
H 1.85 -1.55 3.15 0.4639
H 2.62 -2.25 -0.21 0.3729
H 3.68 -2.93 -2.09 0.1975
H 3.12 -2.34 -3.61 0.2287
H 0.17 -0.65 3.81 0.3125
H -1.75 0.74 4.53 0.4827
H -2.93 2.15 2.84 0.4910
H -2.09 2.12 0.49 0.6659
S 1.79 2.19 -0.75 -0.1019
S 1.48 3.96 -1.67 0.0463
S -0.22 3.80 -2.73 0.0563
S -1.13 2.04 -2.30 -0.0739
C -1.90 6.02 0.19 -1.4666
C -1.09 5.18 1.14 0.6554
O -0.62 4.12 0.78 -0.2199
C -0.88 5.66 2.54 0.3868
C -0.12 4.88 3.40 -0.1781
C 0.10 5.28 4.71 -0.6546
C -0.44 6.49 5.16 -0.3876
C -1.19 7.28 4.30 -0.7621
C -1.41 6.87 2.99 -0.2619
H -2.00 5.49 -0.75 0.2192
H -1.41 6.98 0.02 0.4302
H -2.89 6.23 0.60 0.4196
H 0.29 3.95 3.03 0.4538
H 0.69 4.67 5.38 0.3935
H -0.27 6.81 6.18 0.3985
H -1.60 8.21 4.65 0.3940
H -2.00 7.49 2.33 0.3617
O -3.16 0.42 -1.26 -0.5833
C -2.63 -0.67 -1.28 0.0293
N -1.26 -0.89 -1.23 0.9562
C -1.03 -2.26 -1.19 0.1344
O 0.06 -2.80 -1.10 -0.6859
C -2.35 -2.96 -1.26 -0.0203
C -2.65 -4.31 -1.28 -0.3255
C -4.00 -4.65 -1.35 -0.5428
C -4.99 -3.67 -1.40 -0.5178
C -4.67 -2.31 -1.38 -0.4197
C -3.33 -1.99 -1.31 -0.0034
H -1.88 -5.06 -1.24 0.4931
H -4.29 -5.69 -1.37 0.4080
H -6.03 -3.97 -1.46 0.4135
H -5.43 -1.54 -1.42 0.5115


(4)
71
Properties=species:S:1:pos:R:3:mulliken_charge:R:1 method="wB97M-V/def2-TZVPD" orbital_gap_ev=9.79 e_tot_ha=-1620.06835 fmax_ev_per_a=8.03 e_homo_ev=-7.0112 de_lowest_kj_mol=112.4 charge=-1
B -0.57 0.19 -0.28 -0.0489
F 0.68 0.55 -0.87 -0.6082
F -1.38 -0.49 -1.05 0.0260
F -0.01 -0.55 0.71 -0.1577
F -1.08 1.41 0.20 -0.4026
C 0.77 -3.21 -1.36 0.3943
C 0.16 -4.49 -0.78 0.1461
N -0.29 -5.58 -0.44 -0.5775
H 1.16 -3.31 -2.32 0.4583
H -0.10 -2.72 -1.52 -0.7224
H 1.42 -2.70 -0.69 0.3069
C -3.11 -3.71 -1.85 -0.7545
C -2.31 -3.81 -3.12 0.4077
N -1.78 -4.01 -4.11 -0.4975
H -4.03 -3.49 -1.75 0.5658
H -3.07 -4.52 -1.11 0.3664
H -2.77 -2.78 -1.55 -0.0961
C 4.71 -0.08 1.54 -1.3067
C 3.22 0.27 1.53 0.5858
O 2.45 -0.89 1.75 -0.6185
H 5.03 -0.57 2.54 0.2799
H 5.42 0.71 1.40 0.3974
H 4.94 -0.76 0.68 0.2769
H 2.79 0.76 0.52 -0.2745
H 2.87 1.01 2.17 0.2340
H 1.58 -0.65 1.54 0.3449
C -3.22 -1.04 -5.33 -0.9467
C -2.36 -0.40 -4.21 -0.2847
O -3.10 -0.42 -3.00 -0.5606
H -3.07 -2.02 -5.14 0.2395
H -2.67 -0.79 -6.30 0.2620
H -4.29 -0.47 -5.24 0.2506
H -2.30 0.68 -4.40 0.3464
H -1.45 -0.90 -4.04 0.3348
H -2.53 -0.68 -2.31 0.4728
C -3.29 -2.21 4.20 -1.4722
C -2.56 -1.34 3.09 0.0737
O -2.03 -2.03 2.07 -0.5656
H -4.03 -3.01 3.83 0.2878
H -3.63 -1.59 5.09 0.3215
H -2.69 -2.81 4.69 0.5205
H -1.82 -0.83 3.60 0.1307
H -3.30 -0.82 2.59 0.3189
H -1.44 -1.41 1.65 0.2031
C -1.63 2.08 5.04 -1.4670
C -1.05 2.25 3.61 0.3730
O -1.15 3.64 3.32 -0.5528
H -0.79 2.55 5.61 0.3751
H -1.46 1.21 5.46 0.5513
H -2.63 2.61 5.32 0.2317
H -1.64 1.72 2.86 0.1236
H -0.04 1.62 3.58 0.0069
H -0.84 3.88 2.53 0.4085
C 4.60 0.72 -3.80 -1.4029
C 3.44 1.18 -2.96 -0.1434
O 2.65 0.07 -2.63 -0.5071
H 5.14 -0.02 -3.36 0.3261
H 5.10 1.67 -3.74 0.3804
H 4.36 0.37 -4.75 0.3726
H 2.74 1.92 -3.18 0.4658
H 3.89 1.60 -2.00 0.1153
H 1.92 0.14 -1.93 0.5865
C 1.78 4.91 1.33 -1.1679
C 0.98 3.56 0.92 -0.3658
O 0.00 3.69 0.00 -0.6445
H 1.16 5.32 2.10 0.2544
H 1.81 5.55 0.41 0.3073
H 2.80 4.65 1.48 0.3547
H 0.83 2.83 1.69 0.2058
H 1.58 2.89 0.51 0.5064
H -0.45 2.91 0.00 0.6479


(5)
109
Properties=species:S:1:pos:R:3:mulliken_charge:R:1 method="wB97M-V/def2-TZVPD" orbital_gap_ev=5.78 e_tot_ha=-4445.32911 fmax_ev_per_a=6.89 e_homo_ev=-17.7425 charge=+5
C -2.97 0.00 -7.33 -1.1791
C -2.72 0.29 -5.87 0.5289
O -2.64 1.34 -5.35 -0.3573
N -2.53 -0.99 -4.99 -0.0763
H -3.48 -1.26 -4.74 0.4218
H -2.25 -1.84 -5.49 0.4622
C -1.56 -0.82 -3.84 -1.1285
H -2.77 0.93 -7.86 0.3625
H -3.97 -0.40 -7.47 0.3662
H -2.18 -0.65 -7.72 0.4036
H -1.75 0.05 -3.22 0.3403
H -0.51 -0.82 -4.14 0.4054
H -1.71 -1.76 -3.32 0.4312
C -5.09 1.91 -2.34 -0.8502
C -4.06 2.89 -1.84 0.3963
O -3.11 2.62 -1.17 -0.4170
N -4.18 4.31 -2.30 -0.1599
H -3.27 4.74 -2.45 0.4006
H -4.66 4.44 -3.20 0.4034
C -5.04 5.06 -1.25 -0.7440
H -6.02 2.41 -2.58 0.4254
H -5.20 1.15 -1.57 0.3598
H -4.67 1.37 -3.19 0.0904
H -4.68 4.62 -0.33 0.3398
H -6.10 4.93 -1.46 0.3260
H -4.79 6.11 -1.33 0.3808
C 2.94 0.60 4.49 -1.3540
C 1.58 0.58 3.83 0.6276
O 1.00 1.57 3.54 -0.4115
N 1.03 -0.77 3.41 0.2090
H 0.59 -0.59 2.47 0.0572
H 1.75 -1.48 3.29 0.4584
C -0.05 -1.16 4.44 -0.8569
H 2.81 0.57 5.58 0.3938
H 3.38 1.58 4.35 0.3841
H 3.62 -0.24 4.32 0.4477
H 0.42 -1.01 5.41 0.4648
H -0.17 -2.23 4.29 0.3509
H -0.90 -0.50 4.32 0.3563
C 4.86 -2.09 -0.95 -1.3091
C 3.47 -1.48 -0.93 0.6074
O 3.21 -0.49 -1.51 -0.3419
N 2.37 -2.22 -0.21 0.4685
H 2.79 -2.91 0.42 0.4756
H 1.82 -1.49 0.32 -0.1674
C 1.37 -2.75 -1.25 -0.9046
H 5.04 -2.83 -1.74 0.3511
H 5.14 -2.49 0.02 0.4332
H 5.63 -1.35 -1.19 0.3615
H 0.63 -2.02 -1.55 0.2468
H 1.06 -3.78 -1.07 0.4818
H 1.92 -2.92 -2.18 0.4146
C -4.30 -7.46 3.64 -1.1047
C -3.15 -7.36 2.74 0.7328
O -2.48 -8.27 2.38 -0.4049
N -2.78 -5.99 2.18 0.1677
H -3.39 -5.82 1.35 0.0668
H -2.99 -5.20 2.79 0.4524
C -1.37 -5.90 1.63 -0.7591
H -5.10 -6.88 3.16 0.3624
H -4.18 -7.11 4.66 0.3536
H -4.66 -8.49 3.59 0.3399
H -1.09 -4.93 1.23 0.0251
H -1.33 -6.75 0.95 0.3996
H -0.71 -6.16 2.46 0.5025
C 1.97 4.50 1.29 -0.3448
C 2.70 5.56 2.05 0.2267
O 2.45 5.96 3.14 -0.3813
N 3.54 6.55 1.24 -0.1441
H 4.37 6.77 1.81 0.3987
H 3.98 6.17 0.40 0.3388
C 2.78 7.84 0.91 -0.8082
H 1.14 4.84 0.68 0.5200
H 1.58 3.81 2.04 0.1573
H 2.78 4.02 0.72 -0.0728
H 3.43 8.45 0.28 0.3885
H 2.50 8.42 1.79 0.3479
H 1.91 7.57 0.32 0.3476
C 4.70 1.87 0.96 -0.7320
C 5.45 3.10 1.40 0.2773
O 5.33 3.63 2.45 -0.4056
N 6.23 3.81 0.28 -0.0900
H 6.34 3.10 -0.45 0.4201
H 5.66 4.53 -0.15 0.2774
C 7.59 4.24 0.80 -0.7345
H 4.03 2.16 0.15 0.4731
H 4.13 1.49 1.80 -0.1484
H 5.42 1.14 0.56 0.5800
H 7.39 4.95 1.60 0.3481
H 8.22 4.70 0.04 0.3824
H 8.06 3.33 1.18 0.3504
N -4.50 -5.26 0.10 -0.3635
S -3.56 -4.14 -0.74 1.1046
O -4.19 -3.18 -1.61 -0.5878
O -2.22 -4.52 -1.08 -0.5919
F -3.36 -3.24 0.61 -0.3146
S -4.97 -6.12 -1.16 1.0562
O -4.01 -7.07 -1.62 -0.5780
O -5.78 -5.45 -2.14 -0.5496
F -6.05 -7.07 -0.47 -0.2603
N 0.57 -0.25 0.73 -0.3919
S -1.05 -0.70 0.72 0.9914
O -1.56 -1.19 -0.52 -0.2980
O -1.96 0.00 1.54 -0.5818
F -0.81 -2.06 1.59 -0.3751
S 0.36 0.99 -0.24 0.8366
O -0.58 1.98 0.21 -0.5625
O 0.38 0.66 -1.64 -0.5974
F 1.80 1.70 0.08 -0.2201


(6)
14
Properties=species:S:1:pos:R:3:mulliken_charge:R:1 method="wB97M-V/def2-TZVPD" orbital_gap_ev="11.24 / 4.41" e_tot_ha=-777.34349 fmax_ev_per_a=7.42 multiplicity=3 e_homo_ev="-23.9962 / -24.6512" de_lowest_kj_mol=15.7 charge=+3
O 0.00 3.48 0.00 0.0137
C 0.00 2.34 -0.05 0.1254
Au 0.00 -0.32 -0.67 0.9346
O 0.00 0.00 -3.85 -0.0205
C 0.00 0.02 -2.71 0.3105
C 0.00 -2.21 -0.13 0.3292
O 0.00 -3.36 0.02 -0.0838
C -2.20 0.01 -0.12 0.2063
O -3.34 0.00 0.01 -0.0027
C 2.20 0.01 -0.12 0.2089
O 3.34 0.00 0.01 -0.0047
O -0.01 0.01 2.73 0.0636
H 0.00 -0.76 3.32 0.4599
H 0.00 0.78 3.31 0.4596


(7)
18
Properties=species:S:1:pos:R:3:mulliken_charge:R:1 method="wB97M-V/def2-TZVPD" orbital_gap_ev=10.16 e_tot_ha=-364.21043 fmax_ev_per_a=1.99 e_homo_ev=-9.3342 de_lowest_kj_mol=151.6 charge=0
C -0.77 -1.70 -1.28 -1.5112
C -0.48 -1.29 0.13 0.8044
O -1.35 -1.99 0.96 -0.5612
C -0.66 0.25 0.26 -1.0099
N 0.43 0.85 1.04 -0.2995
C 1.50 1.43 0.31 -0.4554
O 1.07 2.59 -0.44 -0.5436
H -0.13 -1.31 -2.06 0.3644
H -0.94 -2.76 -1.49 0.3582
H -1.73 -1.25 -1.57 0.3686
H 0.57 -1.44 0.33 0.1417
H -1.30 -1.71 1.88 0.3424
H -0.85 0.74 -0.69 0.3085
H -1.52 0.41 0.89 0.4587
H 0.09 1.53 1.70 0.2665
H 1.92 0.73 -0.41 0.2750
H 2.33 1.72 0.96 0.3940
H 1.82 3.18 -0.53 0.2985


(8)
20
Properties=species:S:1:pos:R:3:mulliken_charge:R:1 method="wB97M-V/def2-TZVPD" orbital_gap_ev=9.24 e_tot_ha=-1214.71022 fmax_ev_per_a=5.06 e_homo_ev=-8.8446 de_lowest_kj_mol=2.9 charge=0
C -1.76 -0.51 0.87 -1.7805
C -0.64 0.43 0.49 0.7747
C -1.13 1.92 0.36 -1.2400
S 0.65 0.46 1.96 -0.0407
S 2.25 1.44 1.23 -0.2138
N 0.03 -0.27 -0.68 0.0764
O 0.44 0.51 -1.73 -0.4550
C 0.68 -1.40 -0.46 0.6586
N 1.54 -1.73 -1.50 -0.5243
O 0.51 -2.27 0.41 -0.6398
H -1.36 -1.45 1.06 0.5502
H -2.27 -0.62 -0.06 0.4723
H -2.29 -0.31 1.86 0.3588
H -2.23 1.90 0.52 0.3258
H -0.82 2.27 -0.60 0.3209
H -0.53 2.42 1.11 0.3474
H 2.71 0.39 0.50 0.1583
H 1.17 1.01 -1.45 0.3420
H 1.22 -1.48 -2.44 0.2334
H 1.83 -2.70 -1.43 0.2753